Record 1
Below is a cluster of 4 separate species, C4H12N2O2 in total in a non-equilibrium geometry, with properties calculated with ωB97M-V/def2-TZVPD.

The geometry in XYZ format:
```
20
Properties=species:S:1:pos:R:3:mulliken_charge:R:1
C 1.33 -0.69 0.58 -1.0854
C 1.34 0.80 0.38 0.7909
C 2.32 1.22 -0.74 -1.1742
N 0.66 1.55 1.09 -0.4710
H 2.25 -1.13 0.25 0.3583
H 0.46 -1.07 0.02 0.2090
H 1.15 -1.12 1.57 0.3421
H 3.27 1.26 -0.35 0.3521
H 2.13 2.22 -1.17 0.3657
H 2.33 0.48 -1.72 0.2489
H 0.55 2.51 1.04 0.1749
C -1.83 0.88 2.76 0.1537
N -2.91 0.74 2.48 -0.4191
H -0.77 1.14 2.85 0.2607
O -1.39 -1.01 -0.58 -0.6597
H -1.97 -1.46 -1.20 0.3582
H -1.98 -0.92 0.12 0.2197
O -3.59 -1.69 -1.76 -0.7261
H -3.83 -0.73 -1.89 0.3627
H -4.22 -1.92 -1.06 0.3386
```

Calculated values
Orbital gap (Eh): 0.365
Largest force on an atom (eV/Å): 4.63
2S+1: 1
SMILES string: CC(C)=N.C#N.O.O
Energy relative to the best compared isomer or geometry (same formula, charge and spin) (kcal/mol): 76.3
E_LUMO (Ha): 0.02169
Highest occupied orbital energy (eV): -9.33



Record 2
Below is a structure of composition C4H12N2O2 in a non-equilibrium geometry, with properties calculated with ωB97M-V/def2-TZVPD.

The geometry in XYZ format:
```
20
Properties=species:S:1:pos:R:3:mulliken_charge:R:1
C -0.67 -2.17 1.61 -0.7408
C 0.57 0.58 -2.23 -0.9715
N 0.32 -1.12 1.46 -0.2650
N -0.16 0.09 -1.08 -0.1311
O 1.40 -1.70 0.83 -0.3212
H 2.18 -1.22 1.14 0.3477
H -0.68 -0.76 -1.25 0.1785
H -1.00 -2.56 0.64 0.2984
H -1.53 -1.75 2.13 0.3333
H -0.24 -3.00 2.17 0.2806
H -0.07 1.12 -2.94 0.2808
H 1.38 1.23 -1.90 0.3089
H 1.04 -0.26 -2.74 0.3293
C 0.07 2.12 0.33 -1.3175
C -0.80 0.93 -0.09 0.7129
O -2.03 1.16 -0.34 -0.6047
H -0.56 0.04 0.96 0.2451
H 0.97 1.78 0.84 0.3132
H -0.50 2.74 1.01 0.3536
H 0.32 2.75 -0.53 0.3694
```

Calculated values
Orbital gap (alpha / beta) (Eh): 0.275 / 0.277
Largest force on an atom (eV/Å): 2.86
2S+1: 1
Energy relative to the best compared isomer or geometry (same formula, charge and spin) (kcal/mol): 163.9
E_LUMO (alpha / beta) (Ha): -0.02811 / -0.02474
Highest occupied orbital energy (alpha / beta) (eV): -8.24 / -8.22



Record 3
Below is a cluster of 2 separate species, C4H12N2O2 in total in a non-equilibrium geometry, with properties calculated with ωB97M-V/def2-TZVPD.

The geometry in XYZ format:
```
20
Properties=species:S:1:pos:R:3:mulliken_charge:R:1
C -2.17 -0.64 -1.15 -0.9944
N -0.91 -0.19 -0.57 -0.1662
C 0.17 -1.18 -0.60 -0.5052
C 1.03 -1.02 0.63 -1.0652
N 1.75 0.24 0.77 -0.0983
C 1.49 0.98 1.90 0.0384
O 0.48 0.88 2.54 -0.5255
H -2.91 -0.92 -0.40 0.2970
H -2.63 0.13 -1.77 0.2834
H -1.98 -1.49 -1.80 0.3541
H -1.05 0.05 0.41 0.2077
H -0.18 -2.21 -0.49 0.4452
H 0.75 -1.06 -1.50 0.2426
H 1.74 -1.85 0.77 0.4357
H 0.45 -1.20 1.53 0.4669
H 2.72 0.24 0.51 0.2599
H 2.30 1.68 2.14 0.3511
O -0.08 2.78 -1.05 -0.6904
H -0.98 2.97 -0.76 0.2968
H 0.02 1.82 -1.10 0.3666
```

Calculated values
Orbital gap (Eh): 0.365
Largest force on an atom (eV/Å): 1.05
2S+1: 1
SMILES string: CNCCNC=O.O
Energy relative to the best compared isomer or geometry (same formula, charge and spin) (kcal/mol): 37.9
E_LUMO (Ha): 0.02789
Highest occupied orbital energy (eV): -9.18